Here is a structure of composition C24H26AsFNO6RuS at a distorted geometry from the OMol25 dataset. Energies are from wB97M-V/def2-TZVPD.

Geometry as XYZ:
```
61
C24H26AsFNO6RuS wB97M-V/def2-TZVPD
Ru 0.33 -0.15 0.14
O 1.36 3.11 -0.54
As -0.37 2.96 -0.31
O -1.02 3.95 -1.39
O -0.73 1.33 -0.58
C -1.03 3.36 1.49
C -2.00 4.36 1.57
C -2.55 4.66 2.81
C -2.15 3.97 3.95
C -1.21 2.96 3.85
C -0.66 2.66 2.61
S 0.43 1.26 2.51
O -0.45 0.13 2.04
O 0.98 1.00 3.80
O 1.42 1.46 1.44
H 1.52 3.83 -1.16
H -2.31 4.88 0.67
H -3.31 5.43 2.88
H -2.59 4.20 4.91
H -0.88 2.39 4.70
C 1.47 -2.99 -3.31
C 1.28 -2.26 -1.98
C 1.01 -0.75 -2.24
C 2.44 -2.40 -1.02
C 3.72 -2.76 -1.41
C 4.76 -2.79 -0.48
C 4.54 -2.43 0.83
C 3.28 -2.08 1.28
C 3.06 -1.59 2.69
C 3.52 -2.61 3.74
C 3.83 -0.27 2.87
C 2.21 -2.13 0.36
N 0.89 -1.95 0.73
C 0.07 -2.84 1.31
C 0.49 -4.03 1.96
C -0.43 -4.88 2.52
C -1.80 -4.61 2.44
C -2.25 -3.48 1.77
C -1.33 -2.63 1.21
F -1.73 -1.57 0.44
H 0.56 -2.91 -3.90
H 1.66 -4.04 -3.14
H 2.29 -2.57 -3.89
H 0.39 -2.68 -1.50
H 1.70 -0.37 -3.00
H 1.26 -0.10 -1.32
H -0.01 -0.58 -2.60
H 3.91 -3.03 -2.43
H 5.75 -3.08 -0.81
H 5.37 -2.41 1.52
H 2.00 -1.37 2.84
H 4.58 -2.82 3.64
H 2.97 -3.55 3.64
H 3.34 -2.21 4.73
H 4.91 -0.43 2.80
H 3.59 0.15 3.84
H 3.53 0.45 2.11
H 1.55 -4.24 2.00
H -0.10 -5.77 3.03
H -2.51 -5.29 2.87
H -3.30 -3.28 1.66
```

Properties
Total charge ... +1
HOMO energy (alpha / beta) ... -12.219 / -12.257 eV
2S+1 ... 5
Kohn-Sham gap (alpha / beta) ... 0.293 / 0.202 Ha